No. 1
Below is C3H3O3Sr as an isolated structure in a non-equilibrium geometry, with properties calculated with ωB97M-V with the def2-TZVPD basis set.

Summary:
**E_HOMO (spin up / spin down)**: -14.99 / -19.63 eV
**Charge**: +2
**2S+1**: 2
**Gap between HOMO and LUMO (spin up / spin down)**: 5.4 / 10.0 eV
**Expectation value of S²**: 0.75

Last column: Mulliken spin population.
Geometry (Å):
O  0.34491  1.10104  -0.55998  0.0172
Sr  2.72162  -2.45192  -2.42472  0.0022
O  1.50295  -0.59816  -1.40482  0.0177
C  0.71942  -0.17813  -0.55847  0.0336
O  0.08453  -0.89106  0.30281  0.0132
C  -0.60761  1.31378  0.40918  0.8345
H  -0.64582  -0.07177  2.10828  0.0417
H  -1.28801  2.14091  0.22870  0.0284
C  -0.90933  0.00690  1.04589  -0.0338
H  -1.92267  -0.37160  0.85311  0.0453

---

No. 2
Below is C3H3O3Tb as an isolated structure in a non-equilibrium geometry, with properties calculated with ωB97M-V with the def2-TZVPD basis set.

Summary:
**E_HOMO (spin up / spin down)**: -21.75 / -24.00 eV
**Charge**: +3
**2S+1**: 8
**Gap between HOMO and LUMO (spin up / spin down)**: 6.5 / 8.3 eV
**Expectation value of S²**: 16.48

Last column: Mulliken spin population.
Geometry (Å):
O  -3.35710  4.81955  0.67018  0.0013
Tb  -0.16058  1.44267  0.16154  6.1080
O  -1.78340  3.16286  0.32192  0.0268
C  -2.56481  4.01623  0.48798  0.0247
O  0.57433  -1.90060  -0.08389  -0.0957
C  1.12372  -0.71772  -0.19212  0.6060
H  2.18947  -0.78649  -0.47080  0.0261
C  1.17785  -3.04983  -0.27225  0.2644
H  2.24835  -3.05852  -0.48801  0.0168
H  0.55216  -3.92815  -0.13454  0.0216

---

No. 3
Below is C3H3O3Y as an isolated structure in a non-equilibrium geometry, with properties calculated with ωB97M-V with the def2-TZVPD basis set.

Summary:
**E_HOMO (spin up / spin down)**: -11.92 / -11.92 eV
**Charge**: +1
**2S+1**: 2
**Gap between HOMO and LUMO (spin up / spin down)**: 6.6 / 6.2 eV
**Expectation value of S²**: 0.75

Last column: Mulliken spin population.
Geometry (Å):
C  -2.84210  -1.36940  -0.04256  0.0004
C  -2.40299  -0.10531  -0.14942  -0.0024
O  -1.18414  0.27198  -0.52733  -0.1061
Y  0.42444  1.81403  0.06935  1.1047
H  -2.17441  -2.21987  -0.19186  0.0001
H  -3.90606  -1.55220  0.10765  -0.0002
H  -3.07299  0.72438  0.12374  0.0021
O  0.26920  1.49329  -2.45378  0.0071
C  -0.73582  0.98145  -2.84114  -0.0056
O  -1.60426  0.87356  -3.61069  -0.0002

---

No. 4
Below is C3H3O3Yb as an isolated structure in a non-equilibrium geometry, with properties calculated with ωB97M-V with the def2-TZVPD basis set.

Summary:
**E_HOMO (spin up / spin down)**: -17.98 / -17.95 eV
**Charge**: +2
**2S+1**: 2
**Gap between HOMO and LUMO (spin up / spin down)**: 8.0 / 7.8 eV
**Expectation value of S²**: 0.76

Last column: Mulliken spin population.
Geometry (Å):
O  0.05248  0.38236  -0.87696  0.1843
Yb  -4.50064  -0.37796  -0.60002  0.0023
O  -2.10754  -0.15214  -0.59509  0.0112
C  -0.97775  -0.64410  -0.44660  0.0052
O  -0.55398  -1.68407  -0.05337  -0.0015
C  0.95348  0.84889  -0.10487  0.2424
H  1.87217  -1.00579  0.62981  0.0404
H  0.94054  1.93953  -0.01781  0.0213
C  1.83584  0.08134  0.68510  0.4677
H  2.48542  0.61193  1.37981  0.0266